# 1
{
  "formula": "C14H42BF4O14",
  "method": "ωB97M-V/def2-TZVPD",
  "species": ["B", "F", "F", "F", "F", "C", "C", "O", "O", "H", "H", "H", "H", "H", "H", "C", "C", "O", "O", "H", "H", "H", "H", "H", "H", "C", "C", "O", "O", "H", "H", "H", "H", "H", "H", "C", "C", "O", "O", "H", "H", "H", "H", "H", "H", "C", "C", "O", "O", "H", "H", "H", "H", "H", "H", "C", "C", "O", "O", "H", "H", "H", "H", "H", "H", "C", "C", "O", "O", "H", "H", "H", "H", "H", "H"],
  "coordinates": [[2.4251, 0.3581, 26.2389], [2.1853, -0.1160, 27.5058], [3.0918, 1.5214, 26.3497], [3.2404, -0.5322, 25.5930], [1.3044, 0.4103, 25.4858], [-3.1151, -1.9132, 28.6660], [-4.3296, -2.4212, 29.4181], [-4.8011, -3.6199, 28.7833], [-3.3030, -1.4408, 27.3251], [-2.4128, -2.7343, 28.5227], [-2.5666, -1.1864, 29.2652], [-5.1345, -1.6904, 29.3390], [-4.1797, -2.4055, 30.4977], [-5.0687, -3.3374, 27.9057], [-2.4667, -1.0834, 27.0177], [4.4972, 4.5028, 20.1122], [3.5474, 3.4793, 20.7640], [4.3172, 2.3616, 21.2026], [5.2486, 5.2639, 21.0894], [3.9937, 5.2447, 19.4924], [5.2181, 4.0279, 19.4466], [2.7505, 3.2770, 20.0484], [3.1181, 3.8580, 21.6916], [3.9456, 1.8678, 21.9372], [5.6397, 4.5774, 21.6347], [5.8600, -5.5786, 21.1128], [4.4948, -4.9849, 20.8986], [3.7945, -6.0282, 20.2869], [6.3845, -6.0809, 19.9044], [5.7273, -6.4437, 21.7626], [6.5460, -4.8419, 21.5309], [4.6074, -4.1736, 20.1794], [4.0090, -4.6637, 21.8201], [4.3454, -6.3910, 19.5893], [7.3413, -6.1170, 19.9732], [6.8894, -1.5507, 31.6509], [8.2952, -1.6221, 32.2348], [8.3719, -1.3544, 33.6271], [6.4375, -0.2140, 31.6821], [6.1930, -2.1843, 32.2002], [6.8837, -1.8763, 30.6107], [8.9046, -0.8184, 31.8217], [8.6683, -2.6165, 31.9896], [9.1076, -1.8242, 34.0267], [5.6769, -0.1390, 31.1011], [9.5252, 3.6279, 26.4663], [11.0414, 3.8040, 26.1577], [11.5673, 5.1507, 25.9952], [8.6987, 3.9301, 25.3055], [9.2093, 4.2053, 27.3352], [9.3775, 2.5608, 26.6322], [11.2794, 3.2596, 25.2439], [11.5536, 3.3820, 27.0224], [12.3331, 5.1202, 25.4170], [7.7920, 3.7114, 25.5331], [0.2315, 6.8903, 25.7492], [-0.5529, 8.2087, 26.1376], [0.0176, 8.6140, 27.3796], [-0.0612, 5.7827, 26.5937], [1.3080, 7.0431, 25.6731], [0.0003, 6.6564, 24.7100], [-1.6109, 7.9533, 26.1956], [-0.4262, 8.9836, 25.3816], [0.3303, 7.8308, 27.8383], [0.3500, 4.9554, 26.3326], [4.6156, -8.1926, 27.6576], [4.1894, -6.7363, 28.1492], [4.7794, -5.8257, 27.2301], [4.0554, -9.1291, 28.5140], [5.6961, -8.3326, 27.6897], [4.2529, -8.3451, 26.6411], [4.4201, -6.4977, 29.1874], [3.1190, -6.5307, 28.1615], [4.2615, -5.0176, 27.2113], [3.0985, -9.1155, 28.4385]],
  "gap_ha": 0.371,
  "max_force_ev_per_a": 3.17,
  "total_charge": -1,
  "homo_energy_ha": -0.292
}

---

# 2
{
  "formula": "C14H42BNO9P",
  "method": "ωB97M-V/def2-TZVPD",
  "species": ["N", "P", "O", "C", "C", "O", "B", "O", "O", "O", "H", "H", "H", "H", "H", "H", "H", "H", "H", "H", "C", "C", "C", "O", "H", "H", "H", "H", "H", "H", "H", "H", "C", "C", "C", "O", "H", "H", "H", "H", "H", "H", "H", "H", "C", "C", "C", "O", "H", "H", "H", "H", "H", "H", "H", "H", "C", "C", "C", "O", "H", "H", "H", "H", "H", "H", "H", "H"],
  "coordinates": [[-1.9954, 3.2745, 3.5926], [-2.6057, 2.1454, 2.2785], [-3.2663, 1.0485, 1.0762], [-2.8710, 1.3910, -0.2245], [-2.0745, 2.6934, -0.1193], [-2.1092, 3.4831, -1.3309], [-0.9313, 4.1867, -1.3944], [-0.8859, 5.4676, -0.8642], [0.1883, 3.6620, -1.9997], [-2.4907, 3.3619, 0.9809], [-1.0108, 3.0619, 3.7330], [-2.0274, 4.2348, 3.2652], [-1.2684, 1.7522, 1.9991], [-2.5982, 1.0706, 3.2685], [-3.9018, 2.5653, 2.6759], [-3.7206, 1.4819, -0.9008], [-2.1861, 0.6063, -0.5578], [-1.0234, 2.3582, -0.0225], [-0.7928, 6.1041, -1.5872], [0.4609, 2.8381, -1.5618], [2.7300, -0.6050, 0.8980], [2.0130, 0.5728, 1.5443], [2.4418, 0.7575, 2.9927], [0.6039, 0.3986, 1.4755], [2.4867, -1.5340, 1.4208], [2.4114, -0.7258, -0.1379], [3.8132, -0.4759, 0.9134], [2.2305, 1.4843, 0.9831], [2.1876, -0.1294, 3.5797], [1.9186, 1.6036, 3.4377], [3.5179, 0.9284, 3.0715], [0.3679, -0.3952, 1.9686], [-8.2716, 4.1402, 1.2270], [-7.3394, 3.4680, 2.2288], [-7.0854, 4.3625, 3.4350], [-6.1128, 3.1244, 1.6138], [-7.8219, 5.0631, 0.8509], [-8.4423, 3.4877, 0.3701], [-9.2367, 4.3849, 1.6784], [-7.7819, 2.5268, 2.5608], [-6.5988, 5.2907, 3.1237], [-6.4168, 3.8668, 4.1380], [-8.0166, 4.6146, 3.9499], [-5.6736, 3.9280, 1.3109], [4.5287, -2.7711, -3.3646], [4.8379, -1.6829, -2.3493], [6.1285, -0.9516, -2.6865], [4.9226, -2.2466, -1.0402], [5.3230, -3.5236, -3.3754], [3.6034, -3.2838, -3.1049], [4.4281, -2.3625, -4.3709], [4.0138, -0.9697, -2.3171], [6.9737, -1.6462, -2.6777], [6.3336, -0.1777, -1.9465], [6.0748, -0.4862, -3.6716], [5.6472, -2.8819, -1.0396], [3.2592, -8.2539, -2.7156], [3.4663, -6.7476, -2.6584], [2.7448, -6.1306, -1.4695], [3.0217, -6.1444, -3.8730], [2.1975, -8.4881, -2.8302], [3.7821, -8.6799, -3.5723], [3.6227, -8.7390, -1.8085], [4.5330, -6.5292, -2.5899], [1.6676, -6.3010, -1.5465], [2.9031, -5.0524, -1.4412], [3.0942, -6.5569, -0.5282], [2.0782, -6.3184, -3.9636]],
  "gap_ha": 0.208,
  "max_force_ev_per_a": 2.40,
  "total_charge": -1,
  "homo_energy_ha": -0.132
}

---

# 3
{
  "formula": "C14H42F2InNO11S2",
  "method": "ωB97M-V/def2-TZVPD",
  "species": ["In", "N", "S", "O", "O", "F", "S", "O", "O", "F", "C", "C", "O", "H", "H", "H", "H", "H", "H", "C", "C", "O", "H", "H", "H", "H", "H", "H", "C", "C", "O", "H", "H", "H", "H", "H", "H", "C", "C", "O", "H", "H", "H", "H", "H", "H", "C", "C", "O", "H", "H", "H", "H", "H", "H", "C", "C", "O", "H", "H", "H", "H", "H", "H", "C", "C", "O", "H", "H", "H", "H", "H", "H"],
  "coordinates": [[1.0518, 3.2993, 1.7266], [0.7505, 0.4963, 1.2776], [0.0572, -0.1342, -0.0312], [-1.3566, -0.3054, 0.0057], [0.8508, -1.0962, -0.7148], [0.1496, 1.1946, -0.8806], [0.8926, -0.8383, 2.2207], [2.1245, -1.5337, 2.0954], [-0.3288, -1.5171, 2.4153], [1.0556, -0.0534, 3.5685], [-5.0240, -0.2495, -2.0732], [-4.9736, 0.5773, -0.7785], [-3.6380, 1.0398, -0.5687], [-4.7305, -1.2707, -1.8355], [-4.3028, 0.1937, -2.7586], [-5.9978, -0.2193, -2.5559], [-5.2602, 0.0132, 0.1159], [-5.5331, 1.5053, -0.8666], [-3.0544, 0.2728, -0.4261], [-1.3229, 0.8137, -4.0843], [-0.7326, 0.5956, -5.4548], [-0.4885, 1.8304, -6.0612], [-1.6470, -0.1419, -3.6559], [-2.2186, 1.4326, -4.0675], [-0.5338, 1.1585, -3.4104], [-1.4040, -0.0379, -6.0703], [0.1484, -0.0670, -5.3747], [-0.0250, 1.6529, -6.8893], [-3.1295, 4.2013, -0.8649], [-1.8600, 3.3960, -0.9149], [-1.4342, 2.9689, 0.3842], [-3.9769, 3.7271, -0.3679], [-3.4295, 4.3961, -1.9007], [-3.0015, 5.2010, -0.4459], [-1.0835, 4.0067, -1.3783], [-1.9552, 2.4820, -1.5242], [-2.2283, 2.6438, 0.8298], [4.9766, 0.3474, 2.1029], [4.5427, 1.4072, 1.1139], [3.9271, 2.5096, 1.7827], [5.4758, -0.4993, 1.6338], [4.1260, -0.0007, 2.6891], [5.6781, 0.7785, 2.8204], [3.9033, 1.0336, 0.3154], [5.4508, 1.7599, 0.6081], [4.5715, 3.0668, 2.2295], [3.1505, 1.8864, -2.6214], [3.2010, 3.1002, -1.7165], [1.8697, 3.3732, -1.1805], [2.6019, 2.0588, -3.5527], [2.6813, 1.0338, -2.1299], [4.1572, 1.6111, -2.9458], [3.5108, 4.0208, -2.2083], [3.8823, 2.8851, -0.8994], [1.4134, 3.8107, -1.9055], [0.5473, -4.9783, 1.2280], [2.0831, -4.9104, 1.0263], [2.6628, -4.1684, 2.0390], [0.3289, -5.3962, 2.2079], [0.0499, -5.5675, 0.4550], [0.0649, -3.9994, 1.1627], [2.2960, -4.4607, 0.0407], [2.4757, -5.9253, 1.0215], [2.4645, -3.2227, 1.8757], [-0.9360, -4.2067, 4.3268], [-1.7736, -3.2751, 5.1936], [-3.0423, -3.7778, 5.3780], [-1.0610, -5.2526, 4.6078], [0.1060, -3.8968, 4.4062], [-1.3020, -4.1081, 3.3050], [-1.7884, -2.2876, 4.6635], [-1.2223, -3.0396, 6.1214], [-3.4842, -3.3440, 6.1202]],
  "gap_ha": 0.062,
  "max_force_ev_per_a": 3.91,
  "total_charge": 2,
  "homo_energy_ha": -0.535
}

---

# 4
{
  "formula": "C14H42MnNO10",
  "method": "ωB97M-V/def2-TZVPD",
  "species": ["Mn", "N", "O", "O", "O", "C", "C", "O", "H", "H", "H", "H", "H", "H", "C", "C", "O", "H", "H", "H", "H", "H", "H", "C", "C", "O", "H", "H", "H", "H", "H", "H", "C", "C", "O", "H", "H", "H", "H", "H", "H", "C", "C", "O", "H", "H", "H", "H", "H", "H", "C", "C", "O", "H", "H", "H", "H", "H", "H", "C", "C", "O", "H", "H", "H", "H", "H", "H"],
  "coordinates": [[-2.0011, -0.9179, 2.1386], [-0.1851, 0.1847, -0.5061], [0.9568, 0.5792, -0.4381], [-0.7736, -0.2026, 0.4746], [-0.7930, 0.2027, -1.5727], [-2.1166, -2.9290, -2.7399], [-2.0654, -1.9738, -3.8797], [-2.6902, -0.8069, -3.4861], [-1.3725, -3.6902, -2.9745], [-3.1080, -3.3777, -2.6781], [-1.8027, -2.5628, -1.7624], [-2.6391, -2.3441, -4.7293], [-1.0341, -1.8686, -4.2165], [-2.1370, -0.4833, -2.7713], [1.3858, -0.0521, 4.7036], [1.0516, -0.7964, 3.4652], [-0.3105, -1.2309, 3.4283], [2.4154, 0.3041, 4.7374], [1.2905, -0.5905, 5.6466], [0.6331, 0.7284, 4.8141], [1.7333, -1.6467, 3.4832], [1.2182, -0.1732, 2.5866], [-0.3165, -1.8591, 4.1542], [2.8168, 2.7348, -4.2204], [2.2563, 1.6764, -3.2867], [1.0325, 2.1931, -2.7906], [2.1936, 2.9199, -5.0953], [3.7970, 2.4405, -4.5955], [3.0132, 3.6494, -3.6609], [2.8784, 1.4297, -2.4263], [2.1821, 0.7438, -3.8459], [0.7985, 1.6478, -2.0359], [0.0952, 3.8650, 1.3069], [-1.1917, 3.5752, 0.5217], [-2.2808, 3.3136, 1.4019], [0.9211, 3.8195, 0.5971], [0.1347, 3.1046, 2.0869], [-0.0274, 4.8777, 1.6910], [-1.0336, 2.7752, -0.2016], [-1.5854, 4.3630, -0.1206], [-3.0599, 3.6519, 0.9544], [-5.4207, 0.8633, 0.8387], [-4.1459, 0.4070, 0.1364], [-3.7453, -0.7870, 0.7809], [-6.2116, 0.1268, 0.6965], [-5.7279, 1.7727, 0.3222], [-5.1798, 1.1447, 1.8638], [-3.3313, 1.1313, 0.1314], [-4.3091, 0.1514, -0.9106], [-4.4061, -1.4278, 0.5083], [0.6306, -3.4350, 0.4617], [-0.5508, -3.7410, 1.3902], [-1.6462, -2.8855, 1.2079], [1.0982, -2.4515, 0.5083], [0.3677, -3.5004, -0.5941], [1.4896, -4.0742, 0.6662], [-0.2254, -3.6849, 2.4289], [-0.8120, -4.7765, 1.1716], [-2.3760, -3.4619, 0.9699], [5.9500, 0.3017, 0.3137], [4.4617, -0.1146, 0.4804], [3.5818, 0.9525, 0.2575], [6.5345, -0.5877, 0.5491], [6.2966, 1.1366, 0.9228], [6.1713, 0.4455, -0.7438], [4.3894, -0.4427, 1.5174], [4.1429, -0.9636, -0.1243], [2.6944, 0.6262, 0.0917]],
  "s_squared": 8.75,
  "gap_ha": [0.227, 0.211],
  "multiplicity": 6,
  "max_force_ev_per_a": 5.95,
  "total_charge": 1,
  "homo_energy_ha": [-0.403, -0.403]
}